Entry 1:
This record from the Open Molecules 2025 dataset describes 6 unconnected molecules or ions with the total composition C17H30F7N5O7S2 in a non-equilibrium geometry. The level of theory is the ωB97M-V functional and the def2-TZVPD basis.

Structure (XYZ):
```
68
Properties=species:S:1:pos:R:3
N 0.4157 -0.2415 -0.0666
H -0.0098 0.2386 -0.8467
H -0.1946 -0.7046 0.5916
H 0.7964 0.4827 0.5255
H 1.1274 -0.9157 -0.3097
C 3.3655 1.6687 -1.5184
F 3.5896 2.3304 -2.6090
F 2.3198 0.8951 -1.7497
F 4.3847 0.9677 -1.1586
S 2.7271 2.8689 -0.1246
O 4.0025 3.3285 0.4843
O 2.0105 3.8639 -0.9074
N 1.8479 1.7690 0.9288
S 1.0676 2.7516 1.8349
O 1.8017 3.9397 2.2448
O -0.3847 2.8846 1.4274
C 0.9776 1.6567 3.4651
F 0.5520 2.3437 4.4676
F 0.1160 0.5811 3.2239
F 2.2560 1.2308 3.8115
C -0.7558 2.3181 -3.8538
C -1.3188 2.1527 -2.4127
O -0.9938 1.2636 -1.6729
N -2.1828 3.0302 -2.1224
C -2.9048 3.2739 -0.8580
H -1.2751 3.2076 -4.2104
H -0.9541 1.4690 -4.5078
H 0.2977 2.5805 -3.7563
H -2.5262 3.6397 -2.8508
H -3.1621 2.2798 -0.4923
H -3.7892 3.9040 -0.9523
H -2.2113 3.7432 -0.1602
C -3.6675 -0.9448 -0.0102
C -2.9885 -1.0595 1.2890
O -1.7589 -1.0067 1.2995
N -3.7146 -1.3907 2.3685
C -3.0875 -1.3187 3.7264
H -4.1689 0.0214 -0.0661
H -4.3814 -1.7637 -0.0994
H -3.0496 -0.9625 -0.9080
H -4.6809 -1.6758 2.2973
H -2.1254 -0.8248 3.8624
H -2.9132 -2.3390 4.0680
H -3.6158 -0.8288 4.5443
C 5.0402 -2.3239 0.6931
C 3.7312 -1.5340 0.6431
O 2.7655 -1.9961 0.0049
N 3.6732 -0.2672 1.2035
C 4.8423 0.3954 1.7788
H 5.9039 -1.8079 0.2736
H 4.9284 -3.2488 0.1272
H 5.2878 -2.6909 1.6891
H 2.8022 0.2414 1.1518
H 5.1629 -0.2040 2.6309
H 4.6145 1.4114 2.1010
H 5.6750 0.4702 1.0795
F -4.1329 -4.8410 -0.7963
C -3.1376 -4.0827 -1.2917
C -3.3015 -3.3542 -2.4856
C -2.3411 -2.4450 -2.9066
C -1.0797 -2.3872 -2.2452
C -0.8581 -3.1551 -1.2014
C -1.8494 -4.0377 -0.6869
H -4.2406 -3.3804 -3.0183
H -2.5644 -1.9701 -3.8505
H -0.2589 -1.8086 -2.6425
H 0.1148 -3.1588 -0.7326
H -1.6174 -4.5334 0.2442
```

Output
DFT total energy, a.u.: -2961.60138
Lowest unoccupied orbital energy (spin up / spin down), eV: 2.59 / 2.55
Highest occupied orbital energy (spin up / spin down), eV: 0.5 / -4.7
⟨S²⟩: 0.756
Multiplicity: 2
Total charge: -1
Gap between HOMO and LUMO (spin up / spin down), eV: 2.11 / 7.20
M, g mol⁻¹: 613.575

***

Entry 2:
This record from the Open Molecules 2025 dataset describes a molecular structure, C10H24ClIrO3P2 in a non-equilibrium geometry. The level of theory is the ωB97M-V functional and the def2-TZVPD basis.

Structure (XYZ):
```
41
Properties=species:S:1:pos:R:3
C 0.3147 -0.1477 -5.6340
C 0.2852 0.1353 -4.1592
H 1.3496 -0.1669 -5.9849
H -0.2395 0.6413 -6.1607
H -0.1559 -1.1229 -5.8069
O 1.2233 0.4620 -3.4667
Cl -1.3252 -0.0936 -3.4663
Ir 0.1189 0.0955 1.3439
P -0.1646 2.1018 0.4036
C 1.0951 3.1822 1.1235
C -0.1595 2.3280 -1.3629
H -0.2691 3.4002 -1.5517
H -1.8512 3.6727 0.9024
H -0.9956 1.7633 -1.7816
H -2.5337 2.0598 0.4564
H 2.0703 2.9466 0.6771
H 0.7638 1.9362 -1.7974
C -1.7767 2.5901 1.0437
H 0.7955 4.2098 0.8947
H -1.8621 2.3009 2.0989
H 1.1374 3.0155 2.2081
P -0.0127 -2.0825 0.6794
C 1.3445 -2.9356 1.5432
C -1.5703 -2.7038 1.3638
H -0.7383 -2.0048 -1.6038
H -0.0593 -3.6146 -1.1309
H 1.0317 -2.2199 -1.4762
C 0.0621 -2.5256 -1.0660
H -2.3740 -2.3013 0.7369
H -1.5449 -3.7982 1.3143
H 1.1734 -4.0156 1.4591
H 1.3405 -2.6236 2.5971
H -1.6935 -2.3485 2.3947
H 2.3013 -2.6574 1.0786
C 1.9228 0.1755 1.0477
O 3.0853 0.2014 0.9738
C -0.3956 0.0401 4.0749
O -1.1067 -0.0878 2.8677
H -1.1379 0.1381 4.8787
H 0.3007 0.8846 4.0386
H 0.2502 -0.8306 4.2482
```

Output
DFT total energy, a.u.: -1867.04612
Lowest unoccupied orbital energy (spin up / spin down), eV: -10.49 / -15.92
Highest occupied orbital energy (spin up / spin down), eV: -18.9 / -18.8
⟨S²⟩: 8.766
Multiplicity: 6
Total charge: +3
Gap between HOMO and LUMO (spin up / spin down), eV: 8.38 / 2.91
M, g mol⁻¹: 481.917

***

Entry 3:
This record from the Open Molecules 2025 dataset describes a gas-phase ion, C4H7N2O2 (charge +1) in a non-equilibrium geometry. The level of theory is the ωB97M-V functional and the def2-TZVPD basis.

Structure (XYZ):
```
15
Properties=species:S:1:pos:R:3
C 1.6949 -0.2862 -0.6921
C 2.1830 -0.3471 0.5876
C 0.3809 -0.1119 -1.0126
C -1.9076 0.2546 -0.4132
N -0.6426 -0.1036 -0.1642
N 1.3733 -0.2068 1.5954
O -2.7571 0.1939 0.5421
O -2.2758 1.0322 -1.3810
H 2.2724 -0.2993 -1.6061
H 3.1741 -0.7836 0.8379
H 0.2263 -0.2343 -2.0380
H 0.3316 0.1007 1.2710
H 1.6308 -0.3304 2.5435
H -2.5043 -0.1986 1.3839
H -3.1798 1.3203 -1.4542
```

Output
DFT total energy, a.u.: -416.33769
Lowest unoccupied orbital energy, eV: -4.73
Highest occupied orbital energy, eV: -13.4
Multiplicity: 1
Total charge: +1
Gap between HOMO and LUMO, eV: 8.71
M, g mol⁻¹: 115.112

***

Entry 4:
This record from the Open Molecules 2025 dataset describes 2 unconnected molecules or ions with the total composition C9H13NO3S in a non-equilibrium geometry. The level of theory is the ωB97M-V functional and the def2-TZVPD basis.

Structure (XYZ):
```
27
Properties=species:S:1:pos:R:3
C -1.8255 -3.0368 -0.0729
C -0.4062 -3.1077 0.1536
C -2.2689 -1.8393 -0.6497
C 0.3292 -2.0472 -0.2358
C -1.3966 -0.7715 -0.8777
C -0.0138 -0.7498 -0.6054
C 0.9528 0.6811 2.4960
C 0.7513 0.4458 -0.4504
C 0.2223 1.4202 1.2776
N 0.3568 2.7161 1.0866
O 0.2226 0.6836 -3.0323
O -0.6561 2.4527 -1.4858
O 1.6852 2.3430 -2.0242
S 0.3188 1.4572 -1.8271
H -2.5000 -3.8617 0.1737
H 0.1245 -4.0454 0.3365
H -3.2424 -1.7890 -1.1156
H 1.3937 -2.0315 0.0548
H -1.8971 0.1078 -1.2370
H 2.0807 0.9149 2.4512
H 0.6179 1.1361 3.4237
H 0.8478 -0.3541 2.3930
H 1.7742 0.4802 -0.1786
H -0.8799 1.1411 1.3990
H 2.2747 1.7517 -2.5051
H 1.3379 2.9303 0.8374
H -0.2040 2.9725 0.2146
```

Output
DFT total energy, a.u.: -1029.29952
Lowest unoccupied orbital energy, eV: 0.44
Highest occupied orbital energy, eV: -8.2
Multiplicity: 1
Gap between HOMO and LUMO, eV: 8.68
M, g mol⁻¹: 215.274